The following is a DFT calculation (ωB97M-V/def2-TZVPD) of a molecular structure, C38H60MnN2O2P3Si.

Output
- Kohn-Sham gap (alpha / beta) (eV) = 5.73 / 6.94
- charge = +1
- energy (a.u.) = -4208.36922
- ΔE to the lowest compared entry with this formula, charge and spin (eV) = 0.943
- E_HOMO (alpha / beta) (eV) = -8.1 / -9.4
- multiplicity = 6
- expectation value of S² = 8.761

CARTESIAN COORDINATES (ANGSTROEM)
Mn  -1.075  0.281  -0.022
C  -2.453  1.071  -3.685
C  -2.150  2.428  -3.050
C  -2.100  3.523  -4.113
P  -0.756  2.249  -1.831
C  -0.436  3.977  -1.259
C  -1.689  4.596  -0.643
C  0.733  3.986  -0.274
C  0.789  1.866  -2.746
C  1.118  2.600  -3.890
C  2.259  2.311  -4.618
C  3.097  1.283  -4.206
C  2.801  0.581  -3.049
C  1.662  0.860  -2.286
Si  1.280  -0.015  -0.646
C  2.426  0.768  0.652
C  3.460  1.634  0.284
C  4.202  2.326  1.230
C  3.928  2.151  2.576
C  2.922  1.278  2.968
C  2.157  0.587  2.027
P  0.903  -0.703  2.432
C  2.090  -2.076  2.898
C  1.462  -3.470  2.914
C  2.956  -1.849  4.136
C  -0.083  -0.228  3.957
C  0.449  0.768  4.982
C  -0.599  -1.493  4.650
C  1.675  -1.874  -0.729
C  2.975  -2.374  -0.639
C  3.231  -3.736  -0.565
C  2.175  -4.635  -0.565
C  0.872  -4.169  -0.659
C  0.611  -2.802  -0.745
P  -1.090  -2.183  -1.018
C  -1.305  -2.475  -2.847
C  -0.262  -1.679  -3.628
C  -1.256  -3.943  -3.262
C  -2.265  -3.393  -0.261
C  -2.256  -3.236  1.259
C  -3.663  -3.131  -0.840
H  -3.396  1.108  -4.233
H  -2.522  0.278  -2.934
H  -1.667  0.797  -4.390
H  -2.980  2.665  -2.371
H  -1.448  3.242  -4.939
H  -1.765  4.483  -3.719
H  -3.099  3.668  -4.529
H  -0.147  4.561  -2.138
H  -1.981  4.053  0.260
H  -2.539  4.600  -1.326
H  -1.495  5.631  -0.355
H  0.536  3.341  0.586
H  0.908  5.000  0.091
H  1.654  3.634  -0.740
H  0.486  3.414  -4.219
H  2.493  2.885  -5.506
H  3.985  1.043  -4.775
H  3.474  -0.205  -2.722
H  3.679  1.783  -0.767
H  4.993  2.997  0.916
H  4.504  2.677  3.326
H  2.756  1.132  4.024
H  2.748  -2.047  2.023
H  0.898  -3.663  3.825
H  2.252  -4.222  2.855
H  0.808  -3.619  2.056
H  2.357  -1.757  5.044
H  3.578  -0.962  4.043
H  3.621  -2.705  4.274
H  -0.964  0.232  3.502
H  1.298  0.368  5.539
H  -0.338  0.986  5.709
H  0.753  1.707  4.521
H  0.189  -2.000  5.203
H  -1.025  -2.202  3.937
H  -1.380  -1.226  5.366
H  3.807  -1.677  -0.597
H  4.250  -4.095  -0.494
H  2.362  -5.699  -0.493
H  0.061  -4.887  -0.660
H  -2.299  -2.077  -3.076
H  0.736  -2.091  -3.464
H  -0.234  -0.631  -3.338
H  -0.475  -1.733  -4.697
H  -0.267  -4.367  -3.079
H  -1.450  -4.018  -4.334
H  -1.994  -4.560  -2.749
H  -1.964  -4.411  -0.510
H  -2.492  -2.207  1.552
H  -1.281  -3.474  1.681
H  -2.997  -3.894  1.715
H  -3.821  -2.065  -1.039
H  -4.434  -3.457  -0.140
H  -3.823  -3.654  -1.781
C  -2.232  3.793  3.172
O  -3.030  2.741  2.559
C  -2.358  1.812  1.929
O  -1.171  1.802  1.679
N  -3.191  0.723  1.593
N  -3.466  0.660  0.175
H  -2.946  4.537  3.505
H  -1.541  4.206  2.444
H  -1.687  3.371  4.014
H  -4.033  0.745  2.161
H  -4.046  1.458  -0.076
H  -3.995  -0.191  0.020

Atomic forces in eV per Å
Mn 0.47 -0.11 -0.43
C 0.02 0.05 0.00
C -0.01 -0.04 0.01
C 0.00 0.01 0.01
P -0.01 -0.02 -0.04
C 0.00 0.02 0.06
C 0.01 -0.01 0.00
C 0.00 -0.02 0.00
C 0.01 0.03 -0.03
C 0.00 -0.01 -0.02
C 0.00 -0.01 0.01
C 0.00 0.00 0.00
C -0.01 0.00 0.03
C -0.01 -0.04 -0.05
Si 0.11 0.10 0.19
C 0.03 -0.01 -0.03
C -0.01 0.01 0.03
C -0.01 -0.01 -0.01
C 0.00 0.00 0.02
C 0.02 0.00 0.00
C -0.05 0.00 -0.05
P 0.02 -0.08 0.08
C -0.01 0.03 -0.02
C 0.02 0.04 -0.03
C -0.02 -0.01 -0.01
C -0.05 0.01 0.00
C 0.05 -0.04 0.01
C -0.01 0.01 -0.03
C -0.12 -0.07 -0.02
C 0.00 0.02 0.01
C -0.01 0.00 0.01
C 0.01 0.00 0.00
C 0.00 0.00 0.00
C 0.07 0.03 -0.05
P -0.09 -0.08 -0.04
C 0.01 0.06 0.04
C -0.01 -0.03 0.02
C -0.01 0.00 0.01
C -0.02 0.06 0.08
C 0.02 0.04 -0.03
C 0.03 -0.02 0.02
H 0.00 0.00 0.00
H -0.01 0.00 0.00
H -0.01 -0.01 0.00
H 0.00 0.00 0.00
H 0.00 0.00 0.00
H -0.01 0.00 -0.01
H 0.00 0.01 -0.01
H -0.02 -0.01 -0.02
H -0.02 -0.02 -0.03
H 0.01 0.03 -0.01
H 0.01 0.00 0.01
H 0.00 0.02 0.01
H 0.00 0.00 -0.01
H 0.00 0.00 -0.01
H 0.00 0.00 0.01
H 0.01 0.00 0.00
H 0.00 0.00 -0.01
H 0.01 0.01 -0.01
H 0.02 0.01 0.00
H 0.00 0.00 0.00
H 0.00 0.00 0.00
H -0.02 0.00 0.01
H 0.02 0.02 0.00
H -0.04 0.01 0.03
H 0.00 0.00 0.02
H -0.02 -0.01 -0.02
H -0.01 -0.01 0.00
H 0.00 0.00 0.01
H 0.01 0.01 0.00
H 0.04 0.03 -0.01
H 0.02 0.01 -0.01
H 0.01 0.00 0.01
H -0.02 0.01 0.00
H 0.01 -0.01 0.00
H 0.00 -0.01 0.00
H 0.00 0.00 0.00
H 0.01 -0.01 0.00
H 0.00 0.00 0.00
H 0.00 0.00 0.00
H 0.00 0.00 0.00
H 0.00 0.01 0.00
H 0.00 0.01 0.00
H 0.01 0.00 -0.01
H 0.00 0.00 0.00
H 0.00 0.00 0.00
H 0.00 -0.01 0.00
H 0.00 -0.01 -0.01
H -0.03 -0.02 0.00
H -0.02 0.00 0.00
H 0.03 0.01 0.02
H 0.01 -0.02 0.00
H -0.02 0.00 0.03
H 0.00 -0.04 -0.02
H 0.01 0.04 -0.02
C -0.03 -0.03 0.02
O 0.35 0.27 0.38
C -0.37 -0.54 0.08
O -0.15 0.27 -0.40
N -0.53 0.03 0.10
N 0.33 0.13 0.61
H 0.00 -0.01 0.00
H 0.00 0.00 0.00
H 0.02 0.02 0.00
H -0.10 0.09 -0.15
H -0.03 -0.10 -0.24
H 0.11 -0.05 -0.08